{"formula": "C33H34F12N5O7PPd", "method": "ωB97M-V/def2-TZVPD", "multiplicity": 1, "e_above_lowest_ev": 0.0000, "total_charge": -2, "largest_force_ev_per_a": 0.67, "lumo_energy_ev": 4.05, "gap_ha": 0.2157, "e_tot_ha": -3746.1407, "species": ["Pd", "C", "C", "C", "C", "C", "N", "C", "C", "C", "C", "C", "C", "C", "C", "O", "C", "F", "F", "F", "C", "F", "F", "F", "C", "C", "C", "O", "C", "F", "F", "F", "C", "F", "F", "F", "H", "H", "H", "H", "H", "H", "H", "H", "H", "H", "H", "H", "C", "N", "C", "P", "O", "N", "C", "C", "N", "C", "C", "H", "H", "H", "H", "H", "H", "H", "H", "H", "H", "H", "H", "H", "H", "H", "H", "H", "H", "O", "C", "O", "C", "C", "C", "C", "C", "C", "N", "O", "O", "H", "H", "H", "H"], "coordinates": [[0.472, -1.339, 0.037], [2.163, 4.146, 3.845], [1.666, 2.807, 3.366], [0.535, 2.208, 3.906], [0.084, 0.999, 3.423], [0.735, 0.320, 2.374], [0.170, -0.823, 1.878], [-0.410, -1.813, 2.635], [0.071, -2.065, 3.931], [-0.442, -3.073, 4.720], [-1.461, -3.889, 4.250], [-2.012, -5.025, 5.072], [-1.947, -3.641, 2.972], [-1.451, -2.642, 2.139], [-2.185, -2.278, 0.817], [-1.554, -1.426, -0.033], [-2.642, -3.509, -0.068], [-2.995, -4.642, 0.583], [-3.742, -3.173, -0.799], [-1.704, -3.845, -0.932], [-3.488, -1.556, 1.316], [-3.206, -0.644, 2.264], [-4.384, -2.413, 1.866], [-4.148, -0.889, 0.356], [1.908, 0.901, 1.835], [2.329, 2.126, 2.354], [2.837, 0.119, 0.860], [2.410, -1.061, 0.351], [3.318, 0.993, -0.378], [4.584, 0.679, -0.746], [2.551, 0.763, -1.438], [3.324, 2.338, -0.209], [4.094, -0.261, 1.719], [4.895, -1.149, 1.125], [4.876, 0.808, 2.039], [3.715, -0.812, 2.885], [1.748, 4.390, 4.826], [1.882, 4.952, 3.161], [3.252, 4.158, 3.930], [-0.011, 2.701, 4.707], [-0.815, 0.551, 3.827], [0.886, -1.452, 4.294], [-0.027, -3.238, 5.710], [-1.741, -4.915, 6.124], [-1.627, -5.991, 4.732], [-3.102, -5.070, 5.009], [-2.769, -4.250, 2.632], [3.237, 2.568, 1.977], [-1.436, 0.571, -3.596], [-2.146, 1.352, -2.592], [-3.346, 0.671, -2.119], [-1.154, 2.190, -1.546], [-0.018, 1.456, -0.962], [-2.183, 2.794, -0.384], [-2.278, 1.986, 0.832], [-2.343, 4.211, -0.151], [-0.621, 3.455, -2.486], [0.689, 4.025, -2.240], [-1.391, 4.100, -3.520], [-2.089, 0.412, -4.460], [-1.132, -0.405, -3.207], [-0.550, 1.108, -3.933], [-4.048, 0.575, -2.954], [-3.818, 1.252, -1.332], [-3.114, -0.323, -1.726], [-2.025, 0.948, 0.616], [-3.297, 2.030, 1.227], [-1.577, 2.341, 1.595], [-2.253, 4.774, -1.078], [-1.599, 4.596, 0.561], [-3.335, 4.406, 0.269], [1.197, 3.454, -1.465], [0.610, 5.075, -1.927], [1.298, 3.986, -3.150], [-2.347, 3.596, -3.640], [-0.859, 4.064, -4.479], [-1.574, 5.159, -3.285], [1.786, -5.326, -1.995], [1.517, -4.148, -1.694], [0.988, -3.698, -0.658], [1.909, -3.109, -2.768], [1.393, -1.824, -2.797], [1.776, -0.913, -3.769], [2.687, -1.313, -4.728], [3.226, -2.593, -4.735], [2.822, -3.479, -3.757], [3.088, -0.365, -5.769], [3.921, -0.722, -6.588], [2.561, 0.734, -5.788], [0.658, -1.475, -2.070], [1.392, 0.095, -3.769], [3.939, -2.870, -5.498], [3.194, -4.494, -3.724]], "atomic_forces_ev_per_a": [[0.046, -0.572, 0.337], [0.000, 0.001, -0.001], [0.035, 0.003, -0.027], [-0.031, -0.022, 0.015], [-0.014, 0.035, 0.027], [0.021, -0.053, 0.003], [-0.082, 0.275, 0.001], [0.004, 0.014, -0.030], [0.003, -0.019, 0.027], [0.013, 0.005, -0.002], [-0.012, -0.011, -0.003], [-0.002, 0.005, -0.005], [0.027, 0.007, 0.007], [0.016, -0.003, -0.014], [-0.014, 0.096, 0.015], [-0.183, -0.102, -0.032], [-0.013, 0.016, 0.018], [-0.044, 0.002, 0.046], [0.029, 0.052, -0.011], [0.048, -0.024, 0.036], [0.019, -0.018, 0.022], [0.022, 0.019, 0.006], [-0.008, -0.021, -0.024], [0.003, -0.021, 0.005], [0.001, 0.021, 0.002], [-0.024, -0.026, -0.002], [0.017, -0.012, -0.040], [0.039, 0.039, 0.101], [-0.025, 0.000, -0.030], [-0.013, -0.053, 0.046], [0.058, -0.005, 0.039], [0.021, 0.050, 0.082], [-0.025, 0.027, -0.020], [-0.005, 0.035, -0.034], [0.005, 0.002, -0.035], [-0.017, -0.005, 0.008], [0.002, -0.001, 0.000], [-0.002, 0.000, 0.001], [0.001, 0.001, -0.002], [-0.003, 0.000, -0.001], [0.003, 0.004, -0.005], [-0.001, -0.007, 0.001], [0.001, 0.000, 0.001], [-0.002, 0.002, 0.001], [0.002, -0.002, 0.002], [0.000, -0.003, -0.001], [-0.019, -0.010, -0.015], [0.046, 0.016, -0.031], [-0.004, 0.013, -0.049], [-0.036, 0.051, 0.055], [0.034, -0.041, 0.010], [0.055, -0.026, 0.089], [0.008, 0.016, -0.148], [-0.040, 0.037, -0.012], [0.017, 0.014, 0.025], [0.005, 0.019, -0.001], [-0.042, -0.027, -0.048], [0.024, -0.024, 0.003], [0.014, 0.016, -0.005], [-0.003, 0.002, 0.001], [0.009, -0.010, 0.006], [-0.006, 0.004, -0.010], [0.010, -0.012, -0.002], [-0.019, 0.017, -0.008], [0.017, 0.019, -0.016], [0.001, -0.051, 0.004], [-0.016, -0.006, 0.011], [-0.008, -0.007, -0.003], [-0.001, -0.011, 0.003], [0.001, -0.002, -0.001], [-0.002, -0.001, 0.004], [0.000, 0.006, -0.023], [-0.005, -0.002, 0.013], [0.003, 0.008, 0.002], [-0.005, -0.002, 0.002], [0.004, 0.004, 0.005], [0.001, -0.002, 0.004], [-0.011, 0.021, 0.055], [0.051, -0.092, -0.044], [-0.022, 0.302, -0.172], [0.006, -0.021, -0.037], [-0.028, 0.281, -0.039], [0.018, -0.038, -0.012], [0.018, 0.024, -0.005], [0.004, -0.005, -0.004], [-0.007, -0.020, 0.016], [-0.064, -0.053, -0.014], [0.019, 0.022, 0.015], [0.025, 0.009, 0.005], [0.013, -0.176, -0.153], [0.015, 0.007, 0.002], [0.000, 0.000, -0.002], [0.004, 0.001, -0.004]], "lowdin_charge": [1.030, -0.074, -0.289, -0.070, -0.042, -0.233, -0.043, -0.218, -0.019, -0.061, -0.288, -0.074, -0.002, -0.048, -0.337, -0.239, -0.525, 0.113, 0.116, 0.169, -0.530, 0.141, 0.129, 0.127, -0.051, -0.007, -0.337, -0.206, -0.514, 0.129, 0.135, 0.108, -0.539, 0.152, 0.114, 0.149, 0.062, 0.069, 0.069, 0.100, 0.114, 0.112, 0.100, 0.062, 0.073, 0.068, 0.108, 0.109, -0.105, -0.294, -0.105, 0.525, -0.263, -0.298, -0.104, -0.119, -0.313, -0.100, -0.137, 0.083, 0.080, 0.070, 0.079, 0.067, 0.067, 0.056, 0.084, 0.081, 0.056, 0.084, 0.077, 0.063, 0.076, 0.085, 0.074, 0.080, 0.069, -0.042, -0.658, -0.056, -0.086, -0.018, -0.002, -0.158, -0.007, -0.010, -0.358, 0.035, 0.048, 0.069, 0.096, 0.106, 0.110]}